Entry from the OMol25 dataset: a structure of composition C48H62ClF3MnN2P2SSi (ωB97M-V with the def2-TZVPD basis set).

Last column: Mulliken spin population.
Atoms and positions in Å:
Mn 0.48 0.14 -0.38  1.138
C -1.29 -3.13 0.62  -0.008
Si -0.81 -1.32 0.97  -0.115
C -2.53 -0.49 1.06  0.001
C -3.74 -1.18 1.20  -0.008
C -4.95 -0.52 1.22  0.000
C -4.99 0.87 1.13  -0.001
C -3.80 1.57 1.01  0.002
C -2.58 0.90 0.95  0.011
P -0.95 1.72 0.82  -0.031
C -0.68 2.18 2.63  0.016
C -1.94 2.47 3.45  -0.001
C -1.59 2.64 4.93  0.000
C -0.53 3.71 5.16  0.000
C 0.71 3.44 4.31  -0.002
C 0.32 3.33 2.84  0.005
C -1.38 3.37 0.05  -0.024
C -0.20 4.31 -0.26  0.001
C -0.73 5.72 -0.53  0.000
C -2.00 5.69 -1.40  0.000
C -2.05 4.40 -2.20  0.000
C -2.21 3.21 -1.26  0.001
C -0.15 -1.24 2.77  0.006
C -0.85 -1.61 3.92  0.005
C -0.34 -1.37 5.19  0.001
C 0.90 -0.74 5.33  0.000
C 1.62 -0.38 4.20  -0.003
C 1.11 -0.64 2.93  -0.014
P 1.95 -0.24 1.36  -0.024
C 3.08 1.21 1.75  -0.071
C 3.09 2.13 0.52  0.034
C 3.84 3.43 0.77  0.008
C 5.27 3.17 1.23  0.001
C 5.27 2.27 2.45  0.002
C 4.52 0.96 2.21  0.003
C 3.07 -1.73 1.25  0.012
C 2.27 -2.92 0.75  -0.005
C 3.10 -4.20 0.82  -0.001
C 3.28 -4.61 2.29  0.000
C 3.21 -3.38 3.21  -0.001
C 3.83 -2.15 2.54  0.004
H -1.81 -3.55 1.49  -0.001
H -0.45 -3.78 0.40  0.003
H -1.99 -3.18 -0.22  0.000
H -3.74 -2.27 1.27  0.000
H -5.88 -1.08 1.31  0.000
H -5.93 1.39 1.16  0.000
H -3.83 2.65 0.96  0.000
H -0.24 1.29 3.06  0.007
H -2.65 1.66 3.35  -0.001
H -2.43 3.38 3.08  0.000
H -1.22 1.68 5.30  0.000
H -2.49 2.87 5.50  0.000
H -0.26 3.75 6.22  0.000
H -0.93 4.69 4.89  0.000
H 1.18 2.51 4.63  0.000
H 1.45 4.24 4.44  0.000
H 1.21 3.21 2.22  -0.001
H -0.15 4.27 2.53  -0.001
H -2.01 3.87 0.80  -0.001
H 0.33 3.94 -1.13  0.001
H 0.53 4.34 0.54  0.001
H 0.06 6.30 -1.03  0.000
H -0.93 6.23 0.42  0.000
H -2.03 6.57 -2.05  0.000
H -2.89 5.74 -0.76  0.000
H -1.13 4.30 -2.79  0.000
H -2.87 4.41 -2.92  0.000
H -1.92 2.29 -1.78  -0.002
H -3.26 3.10 -1.01  0.000
H -1.83 -2.07 3.83  0.000
H -0.90 -1.65 6.07  0.000
H 1.29 -0.53 6.31  0.000
H 2.57 0.12 4.32  0.000
H 2.56 1.74 2.56  -0.004
H 2.06 2.34 0.19  0.011
H 3.56 1.60 -0.32  0.004
H 3.32 4.01 1.54  0.000
H 3.83 4.04 -0.14  0.000
H 5.78 4.10 1.44  0.000
H 5.82 2.68 0.42  0.000
H 4.78 2.80 3.28  0.000
H 6.29 2.05 2.77  0.000
H 4.56 0.36 3.12  0.001
H 5.05 0.38 1.44  -0.001
H 3.82 -1.44 0.50  -0.001
H 1.89 -2.75 -0.26  -0.004
H 1.39 -3.04 1.38  -0.002
H 4.07 -4.03 0.34  0.000
H 2.62 -5.01 0.26  0.000
H 4.23 -5.13 2.43  0.000
H 2.49 -5.31 2.58  0.000
H 3.73 -3.57 4.15  0.000
H 2.17 -3.16 3.47  0.000
H 4.86 -2.39 2.26  0.000
H 3.89 -1.35 3.26  -0.001
F 0.78 1.63 -5.41  0.000
C 2.07 1.73 -5.06  -0.002
F 2.28 2.98 -4.63  0.000
F 2.79 1.59 -6.20  0.000
C 2.46 0.69 -4.05  -0.003
C 3.47 -0.20 -4.33  0.004
C 3.82 -1.16 -3.38  -0.002
C 3.10 -1.20 -2.20  0.004
N 2.11 -0.36 -1.91  0.035
C 1.80 0.62 -2.80  0.005
S 0.60 1.72 -2.23  -0.008
H 4.00 -0.15 -5.27  0.000
H 4.62 -1.87 -3.56  0.000
H 3.32 -1.96 -1.47  0.000
Cl -4.40 -0.62 -3.33  0.000
C -2.81 -1.22 -3.03  0.004
C -2.33 -2.33 -3.69  -0.003
C -1.05 -2.76 -3.38  -0.001
C -0.32 -2.06 -2.44  0.007
N -0.78 -0.97 -1.82  -0.005
C -2.01 -0.55 -2.12  0.026
H -2.95 -2.85 -4.41  0.000
H -0.62 -3.63 -3.86  0.000
H 0.67 -2.39 -2.16  0.005
H -2.37 0.32 -1.60  -0.014

## Properties
orbital gap (spin up / spin down)	0.281 / 0.270	hartree
HOMO level (spin up / spin down)	-7.165 / -6.953	eV
ΔE to the lowest compared entry with this formula, charge and spin	0.0	kcal per mole
2S+1	2
expectation value of S²	0.786

***

Entry from the OMol25 dataset: a structure of composition C48H62F4GaO2PSb (ωB97M-V with the def2-TZVPD basis set).

Last column: Löwdin charge in e.
Atoms and positions in Å:
Ga 0.50 0.00 0.12  0.286
F 0.10 -1.68 -0.28  -0.232
O 0.40 -0.20 1.98  -0.296
P 0.52 -1.29 3.08  0.932
C -0.35 -2.76 2.48  -0.321
C -0.31 -4.02 3.36  -0.187
C -1.38 -5.00 2.87  -0.177
C -2.80 -4.44 3.13  -0.178
C -2.81 -2.91 3.16  -0.189
C -1.82 -2.34 2.14  -0.179
C 2.29 -1.56 3.39  -0.306
C 2.66 -2.87 4.14  -0.168
C 3.35 -3.86 3.21  -0.194
C 4.68 -3.28 2.70  -0.167
C 4.54 -1.80 2.29  -0.155
C 3.08 -1.41 2.08  -0.217
C -0.27 -0.60 4.56  -0.317
C 0.04 -1.38 5.87  -0.169
C 1.15 -0.72 6.69  -0.179
C 0.77 0.73 7.09  -0.178
C -0.23 1.36 6.11  -0.181
C 0.07 0.90 4.69  -0.192
H 0.16 -2.97 1.54  0.105
H -0.51 -3.79 4.41  0.104
H 0.67 -4.49 3.30  0.095
H -1.26 -5.96 3.37  0.114
H -1.23 -5.17 1.80  0.118
H -3.18 -4.82 4.08  0.111
H -3.47 -4.80 2.35  0.112
H -2.55 -2.55 4.16  0.101
H -3.81 -2.54 2.94  0.117
H -1.91 -1.26 2.07  0.102
H -2.07 -2.72 1.15  0.125
H 2.57 -0.71 4.03  0.115
H 1.78 -3.33 4.59  0.075
H 3.34 -2.63 4.96  0.126
H 2.70 -4.10 2.36  0.103
H 3.54 -4.80 3.74  0.121
H 5.04 -3.88 1.86  0.107
H 5.43 -3.37 3.49  0.113
H 5.10 -1.60 1.37  0.096
H 4.96 -1.14 3.06  0.122
H 2.64 -2.06 1.31  0.077
H 3.01 -0.38 1.73  0.068
H -1.33 -0.69 4.35  0.118
H 0.32 -2.41 5.66  0.076
H -0.87 -1.42 6.47  0.126
H 2.08 -0.72 6.13  0.093
H 1.33 -1.31 7.59  0.116
H 1.68 1.34 7.12  0.111
H 0.36 0.74 8.10  0.111
H -0.18 2.44 6.18  0.114
H -1.25 1.06 6.37  0.120
H 1.13 1.08 4.47  0.118
H -0.50 1.46 3.96  0.089
C -1.31 4.59 0.97  -0.047
C 0.13 4.05 0.95  -0.350
C 0.27 3.01 2.07  -0.089
C 0.46 3.66 -0.49  -0.132
C 1.00 4.67 -1.29  -0.041
C 1.06 4.56 -2.67  -0.071
C 0.54 3.43 -3.27  -0.045
C 0.03 2.37 -2.53  -0.151
C -0.71 1.29 -3.31  -0.352
C -2.21 1.65 -3.33  -0.043
C -0.55 -0.17 -2.89  -0.081
C 0.04 2.47 -1.13  -0.275
O -0.47 1.45 -0.37  -0.116
H -1.57 4.97 1.96  0.083
H -2.01 3.79 0.70  0.089
H -1.43 5.40 0.24  0.085
H 0.80 4.88 1.20  0.127
H -0.49 2.25 1.99  0.055
H 0.15 3.52 3.03  0.088
H 1.24 2.52 2.08  0.064
H 1.34 5.58 -0.80  0.118
H 1.47 5.36 -3.27  0.108
H 0.52 3.36 -4.35  0.120
H -0.34 1.36 -4.34  0.125
H -2.62 1.60 -2.32  0.088
H -2.77 0.97 -3.97  0.084
H -2.35 2.67 -3.71  0.086
H -1.04 -0.37 -1.94  0.054
H 0.50 -0.47 -2.81  0.023
H -1.02 -0.82 -3.63  0.099
F 5.10 -5.60 -2.31  0.088
C 4.59 -4.38 -2.13  -0.275
C 3.51 -4.24 -1.27  0.011
C 2.99 -2.97 -1.07  -0.118
C 3.54 -1.86 -1.72  -0.339
C 4.61 -2.05 -2.60  -0.117
C 5.14 -3.31 -2.81  0.014
Sb 2.85 0.11 -1.31  1.657
C 4.48 0.89 -0.19  -0.385
C 4.23 1.89 0.75  -0.119
C 5.28 2.43 1.49  0.014
C 6.56 1.97 1.25  -0.275
F 7.57 2.49 1.95  0.088
C 6.83 1.00 0.31  0.013
C 5.78 0.46 -0.41  -0.107
C 3.33 0.94 -3.19  -0.367
C 2.84 0.35 -4.36  -0.119
C 3.18 0.88 -5.59  0.013
C 4.00 1.99 -5.64  -0.274
F 4.32 2.50 -6.83  0.087
C 4.49 2.60 -4.50  0.013
C 4.15 2.06 -3.26  -0.097
H 3.09 -5.11 -0.78  0.127
H 2.11 -2.85 -0.44  0.072
H 5.02 -1.21 -3.15  0.103
H 5.97 -3.47 -3.48  0.129
H 3.23 2.26 0.90  0.085
H 5.11 3.20 2.24  0.128
H 7.85 0.68 0.16  0.129
H 5.99 -0.32 -1.14  0.097
H 2.21 -0.53 -4.31  0.106
H 2.82 0.44 -6.52  0.129
H 5.13 3.47 -4.58  0.129
H 4.54 2.52 -2.36  0.103

## Properties
orbital gap	0.300	hartree
HOMO level	-10.650	eV
net charge	+1

***

Entry from the OMol25 dataset: a structure of composition C48H62IrN2O5S3 (ωB97M-V with the def2-TZVPD basis set).

Last column: Löwdin charge in e.
Atoms and positions in Å:
Ir -0.45 0.21 -0.27  1.477
O 1.51 -0.33 0.37  -0.617
S 2.78 -0.06 1.19  1.067
C 2.35 1.08 2.51  -0.296
C 1.11 0.74 3.33  -0.218
C 0.59 1.95 4.10  -0.200
C 0.18 3.12 3.22  -0.316
S -1.19 2.93 2.06  1.078
O -0.82 1.92 1.01  -0.608
C -2.48 2.26 3.10  -0.360
C -3.41 1.43 2.51  -0.077
C -4.51 1.00 3.25  -0.045
C -4.68 1.43 4.55  -0.056
C -3.76 2.30 5.13  -0.057
C -2.66 2.73 4.40  -0.082
C 2.96 -1.53 2.19  -0.373
C 1.88 -2.25 2.66  -0.082
C 2.11 -3.37 3.44  -0.051
C 3.41 -3.75 3.75  -0.060
C 4.49 -3.01 3.28  -0.060
C 4.27 -1.90 2.49  -0.077
H 2.25 2.04 2.00  0.050
H 3.25 1.13 3.12  0.118
H 1.34 -0.06 4.04  0.120
H 0.33 0.35 2.67  0.081
H 1.37 2.32 4.78  0.130
H -0.24 1.63 4.73  0.109
H 0.98 3.45 2.55  0.079
H -0.09 4.00 3.80  0.098
H -3.30 1.13 1.48  0.083
H -5.23 0.34 2.79  0.113
H -5.54 1.10 5.12  0.113
H -3.90 2.65 6.14  0.114
H -1.96 3.42 4.85  0.109
H 0.87 -1.94 2.43  0.090
H 1.28 -3.95 3.81  0.113
H 3.59 -4.63 4.36  0.111
H 5.50 -3.31 3.51  0.113
H 5.10 -1.33 2.08  0.118
C 2.59 3.19 -2.96  -0.052
C 2.11 3.77 -1.63  -0.349
C 2.59 2.95 -0.45  -0.063
C 0.61 4.04 -1.56  -0.128
C 0.22 5.37 -1.47  -0.029
C -1.11 5.74 -1.42  -0.059
C -2.09 4.77 -1.46  -0.026
C -1.75 3.42 -1.55  -0.150
C -2.85 2.39 -1.69  -0.375
C -3.31 2.27 -3.14  -0.034
C -4.05 2.67 -0.78  -0.054
C -0.40 3.06 -1.58  -0.160
N -0.10 1.65 -1.70  -0.063
C 0.05 1.16 -2.90  -0.083
C 0.07 -0.22 -3.04  -0.317
C 0.21 -1.03 -4.17  -0.017
C 0.13 -2.33 -3.71  -0.037
C -0.07 -2.30 -2.32  -0.222
N -0.10 -1.00 -1.90  0.004
C -0.30 -3.57 -1.51  -0.520
C 0.34 -4.76 -2.24  -0.053
C -1.81 -3.83 -1.43  -0.014
C 0.32 -3.50 -0.12  -0.042
H 3.67 3.27 -3.02  0.088
H 2.15 3.72 -3.81  0.090
H 2.34 2.13 -3.05  0.028
H 2.57 4.75 -1.54  0.127
H 2.01 2.03 -0.36  0.035
H 2.48 3.53 0.47  0.079
H 3.64 2.66 -0.56  0.086
H 0.99 6.14 -1.45  0.114
H -1.38 6.79 -1.35  0.109
H -3.13 5.06 -1.45  0.114
H -2.46 1.42 -1.39  0.075
H -3.76 3.20 -3.48  0.088
H -4.04 1.47 -3.25  0.087
H -2.47 2.04 -3.81  0.072
H -4.62 3.54 -1.12  0.080
H -3.74 2.86 0.25  0.062
H -4.73 1.81 -0.78  0.088
H 0.12 1.83 -3.75  0.154
H 0.35 -0.68 -5.18  0.116
H 0.19 -3.22 -4.30  0.107
H -0.19 -5.03 -3.15  0.083
H 0.32 -5.63 -1.57  0.093
H 1.38 -4.56 -2.50  0.082
H -2.23 -3.91 -2.44  0.096
H -2.33 -3.02 -0.93  0.058
H -2.00 -4.76 -0.90  0.095
H 1.40 -3.63 -0.18  0.086
H -0.09 -4.29 0.51  0.099
H 0.14 -2.54 0.35  0.026
C 4.01 -0.58 -5.22  -0.130
C 4.74 -0.35 -3.90  -0.381
S 3.59 -0.32 -2.49  0.888
O 4.39 0.19 -1.33  -0.560
C 3.40 -2.10 -2.24  -0.380
C 4.60 -2.75 -1.57  -0.110
H 4.72 -0.54 -6.04  0.079
H 3.26 0.19 -5.38  0.068
H 3.52 -1.55 -5.25  0.065
H 5.20 0.63 -3.86  0.090
H 5.51 -1.09 -3.71  0.084
H 3.17 -2.54 -3.22  0.084
H 2.50 -2.19 -1.63  0.052
H 5.50 -2.68 -2.18  0.071
H 4.39 -3.80 -1.39  0.081
H 4.81 -2.26 -0.62  0.057
O -1.11 -1.05 1.26  -0.138
C -2.28 -1.17 0.79  -0.589
O -2.53 -0.52 -0.28  -0.065
C -3.29 -2.00 1.45  -0.161
C -4.54 -2.18 0.86  -0.015
C -5.50 -2.94 1.51  -0.058
C -5.22 -3.52 2.74  -0.062
C -3.97 -3.34 3.33  -0.059
C -3.00 -2.59 2.68  -0.006
H -4.75 -1.71 -0.09  0.125
H -6.47 -3.08 1.05  0.111
H -5.97 -4.11 3.24  0.110
H -3.76 -3.79 4.29  0.109
H -2.03 -2.43 3.13  0.119

## Properties
orbital gap	0.266	hartree
HOMO level	-9.855	eV
net charge	+1
ΔE to the lowest compared entry with this formula, charge and spin	43.9	kcal per mole

***

Entry from the OMol25 dataset: a structure of composition C48H63MoN5OP3S (ωB97M-V with the def2-TZVPD basis set).

Last column: Mulliken spin population.
Atoms and positions in Å:
Mo -0.24 -0.13 -0.73  1.618
C 2.13 -3.68 -1.76  -0.002
N 1.04 -2.72 -2.08  0.020
P -0.31 -2.59 -1.03  0.075
C -0.87 -4.23 -0.59  -0.015
C -1.48 -4.44 0.65  0.005
C -2.04 -5.68 0.92  0.002
C -1.98 -6.69 -0.02  -0.001
C -1.37 -6.48 -1.25  0.001
C -0.82 -5.25 -1.55  0.000
C -1.63 -1.86 -2.07  -0.117
C -2.59 -1.11 -1.37  0.090
C -3.60 -0.44 -2.07  0.080
C -3.65 -0.53 -3.45  0.021
C -2.71 -1.31 -4.14  0.015
C -1.71 -1.97 -3.46  0.039
P 1.38 -1.07 -2.48  0.013
C 1.25 -0.94 -4.26  0.015
C 1.20 0.33 -4.83  -0.001
C 1.18 0.46 -6.21  -0.001
C 1.21 -0.67 -7.02  0.000
C 1.27 -1.93 -6.45  0.001
C 1.29 -2.07 -5.07  0.011
C 3.08 -0.61 -2.13  -0.055
C 4.14 -1.26 -2.78  -0.004
C 5.44 -0.81 -2.61  0.000
C 5.69 0.32 -1.84  0.001
C 4.64 0.99 -1.23  0.016
C 3.34 0.53 -1.37  0.015
H 1.70 -4.55 -1.26  -0.001
H 2.89 -3.23 -1.12  -0.001
H 2.59 -4.02 -2.69  0.002
H -1.52 -3.65 1.38  -0.007
H -2.52 -5.86 1.88  0.000
H -2.41 -7.66 0.20  0.000
H -1.33 -7.27 -1.98  0.000
H -0.35 -5.08 -2.51  0.000
H -2.67 -1.18 -0.28  -0.073
H -4.35 0.11 -1.53  0.000
H -4.44 -0.03 -3.99  0.000
H -2.78 -1.40 -5.22  0.002
H -0.99 -2.57 -4.00  0.011
H 1.21 1.22 -4.21  -0.001
H 1.15 1.44 -6.66  0.000
H 1.21 -0.57 -8.09  0.000
H 1.31 -2.81 -7.08  0.000
H 1.32 -3.06 -4.62  0.001
H 3.95 -2.11 -3.42  0.000
H 6.25 -1.32 -3.10  0.000
H 6.70 0.68 -1.73  0.000
H 4.83 1.89 -0.65  0.001
H 2.53 1.07 -0.89  -0.024
N 0.39 0.06 0.89  0.194
P 0.50 0.41 2.52  -0.026
N 1.79 -0.38 3.12  0.009
C 2.95 -0.81 2.33  -0.006
C 4.24 -0.20 2.85  0.001
C 4.43 -0.52 4.33  0.000
C 3.21 -0.10 5.14  0.001
C 1.94 -0.70 4.56  -0.001
N 0.55 2.03 2.58  -0.022
C 0.11 2.98 1.56  0.023
C 1.06 4.19 1.52  0.002
C 2.46 3.77 1.93  0.000
C 2.45 3.38 3.42  0.000
C 1.14 2.68 3.77  0.001
N -0.78 -0.14 3.32  0.007
C -0.98 -1.61 3.45  0.001
C -2.27 -1.91 4.21  0.001
C -2.36 -1.11 5.51  0.000
C -2.17 0.40 5.26  0.000
C -1.90 0.70 3.79  0.002
H 2.78 -0.56 1.29  0.009
H 2.99 -1.90 2.40  0.001
H 4.22 0.88 2.69  0.000
H 5.07 -0.60 2.26  0.000
H 5.33 -0.03 4.71  0.000
H 4.59 -1.60 4.45  0.000
H 3.13 0.99 5.16  0.000
H 3.31 -0.43 6.18  0.000
H 1.05 -0.37 5.10  0.000
H 1.98 -1.79 4.64  0.000
H -0.92 3.29 1.75  -0.007
H 0.13 2.47 0.59  0.003
H 0.70 4.97 2.20  0.000
H 1.03 4.63 0.52  -0.001
H 3.18 4.57 1.75  0.000
H 2.78 2.92 1.32  0.001
H 2.54 4.28 4.03  0.000
H 3.30 2.75 3.65  0.000
H 0.39 3.40 4.14  0.000
H 1.27 1.95 4.57  0.000
H -0.14 -2.04 3.99  0.000
H -1.00 -2.05 2.46  0.011
H -2.29 -2.98 4.43  0.000
H -3.14 -1.71 3.58  -0.001
H -1.60 -1.47 6.20  0.000
H -3.32 -1.30 5.98  0.000
H -1.34 0.79 5.85  0.000
H -3.06 0.96 5.57  0.000
H -1.63 1.75 3.65  0.004
H -2.78 0.51 3.18  -0.003
C -6.80 4.22 -1.23  0.000
C -5.44 3.73 -1.63  0.001
C -5.17 3.39 -2.96  -0.002
C -3.91 2.96 -3.34  -0.002
C -2.91 2.89 -2.39  0.012
C -3.14 3.23 -1.06  -0.013
C -4.41 3.63 -0.69  0.006
S -1.34 2.38 -2.97  0.001
C -0.36 3.85 -2.75  -0.001
O -0.74 1.45 -1.89  0.037
H -7.58 3.68 -1.75  0.000
H -6.91 5.28 -1.50  0.000
H -6.96 4.13 -0.16  0.000
H -5.96 3.46 -3.70  0.000
H -3.72 2.69 -4.37  0.000
H -2.35 3.16 -0.32  0.002
H -4.61 3.89 0.34  0.000
H -0.42 4.16 -1.71  0.001
H -0.79 4.62 -3.40  0.000
H 0.66 3.63 -3.05  -0.001

## Properties
orbital gap (spin up / spin down)	0.270 / 0.266	hartree
HOMO level (spin up / spin down)	-15.298 / -16.065	eV
net charge	+3
ΔE to the lowest compared entry with this formula, charge and spin	0.0	kcal per mole
2S+1	3
expectation value of S²	2.023